[1]
ORCA calculation (ωB97M-V with the def2-TZVPD basis set) on C61H49BIN3P3ReSSi as an isolated structure.

Last column: Mulliken spin population.
CARTESIAN COORDINATES (ANGSTROEM)
Re1 0.23363 0.15524 0.33846  0.6476
C1 2.27934 6.03220 -1.55073  -0.0009
C2 2.84131 5.77489 -0.30979  0.0009
C3 2.38042 4.72522 0.46536  0.0007
C4 1.33478 3.93889 -0.00613  0.0128
C5 0.77404 4.19681 -1.25079  -0.0004
C6 1.24660 5.23687 -2.02507  0.0018
P1 0.58266 2.60829 0.96628  0.0675
C7 1.63333 2.54962 2.44356  0.0144
C8 2.88201 1.96607 2.21927  0.0049
C9 3.70678 1.65485 3.28034  -0.0014
C10 3.30056 1.95498 4.57295  0.0019
C11 2.09522 2.60212 4.79086  -0.0020
C12 1.24459 2.88563 3.73358  0.0009
C13 -1.01962 3.32700 1.44005  -0.0340
C14 -1.06058 4.63826 1.90367  -0.0011
C15 -2.27630 5.22166 2.21518  0.0007
C16 -3.45318 4.51237 2.02833  0.0005
C17 -3.40713 3.21272 1.55441  -0.0010
C18 -2.19782 2.59400 1.26675  -0.0022
Si1 -2.09466 0.76849 0.72992  0.0286
C19 -2.68736 -0.39274 2.12050  -0.0050
C20 -3.71079 -0.07904 3.00248  0.0006
C21 -4.08823 -0.96132 4.00074  0.0006
C22 -3.44111 -2.17773 4.12510  -0.0021
C23 -2.42066 -2.51226 3.25224  -0.0012
C24 -2.03390 -1.62450 2.25883  0.0192
P2 -0.70519 -2.08486 1.07357  -0.0056
C25 0.40881 -3.14237 2.06703  0.0051
C26 0.06421 -4.45573 2.38899  0.0044
C27 0.90137 -5.21793 3.18350  -0.0010
C28 2.09794 -4.69935 3.64863  0.0006
C29 2.44885 -3.39920 3.33161  0.0013
C30 1.60541 -2.62714 2.55641  0.0203
C31 -1.63635 -3.26991 0.04670  -0.0017
C32 -2.98456 -3.00107 -0.18062  -0.0045
C33 -3.77745 -3.90895 -0.85571  -0.0005
C34 -3.22976 -5.08912 -1.33169  0.0008
C35 -1.87915 -5.34168 -1.15160  -0.0004
C36 -1.08174 -4.44060 -0.46765  -0.0011
C37 -3.07811 0.29814 -0.84212  0.0123
C38 -4.46667 0.27496 -0.87102  0.0006
C39 -5.14763 -0.07655 -2.02270  0.0001
C40 -4.44297 -0.39299 -3.17387  0.0003
C41 -3.06031 -0.37931 -3.16604  0.0005
C42 -2.37664 -0.06490 -1.99597  -0.0209
P3 -0.55426 0.05697 -1.98179  0.0382
C43 -0.41176 1.42964 -3.18054  0.0191
C44 0.56139 1.49249 -4.16915  0.0002
C45 0.58423 2.55237 -5.05869  0.0002
C46 -0.36577 3.55508 -4.98169  -0.0004
C47 -1.33923 3.49883 -3.99691  -0.0012
C48 -1.35887 2.45178 -3.09443  -0.0032
C49 0.05541 -1.40561 -2.87907  -0.0059
C50 -0.75541 -2.50908 -3.12536  0.0095
C51 -0.24620 -3.61092 -3.78922  -0.0014
C52 1.06639 -3.62479 -4.22739  0.0030
C53 1.89146 -2.54765 -3.94630  0.0003
C54 1.39949 -1.45646 -3.25269  0.0081
H1 2.64884 6.85290 -2.14729  0.0002
H2 3.64938 6.38680 0.06360  0.0000
H3 2.82654 4.52771 1.43056  -0.0008
H4 -0.03273 3.56599 -1.59315  -0.0057
H5 0.80933 5.41896 -2.99618  -0.0001
H6 3.16807 1.74562 1.19731  -0.0030
H7 4.65991 1.17566 3.10719  -0.0002
H8 3.92180 1.67210 5.40908  0.0001
H9 1.78819 2.85046 5.79589  -0.0007
H10 0.28365 3.34594 3.91819  0.0010
H11 -0.14040 5.19731 2.01984  0.0000
H12 -2.30825 6.23365 2.58910  0.0000
H13 -4.40552 4.97135 2.25280  -0.0001
H14 -4.32296 2.66726 1.39236  -0.0002
H15 -4.20766 0.87351 2.90816  -0.0006
H16 -4.88011 -0.69762 4.68391  0.0002
H17 -3.71857 -2.87192 4.90269  0.0000
H18 -1.92095 -3.46270 3.36517  0.0000
H19 -0.84678 -4.89992 2.01406  0.0000
H20 0.61948 -6.22897 3.43327  0.0001
H21 2.75472 -5.30433 4.25259  0.0000
H22 3.37677 -2.97776 3.68749  -0.0004
H23 1.89057 -1.61400 2.31878  -0.0147
H24 -3.41908 -2.08780 0.19630  0.0025
H25 -4.82997 -3.70538 -0.98343  -0.0001
H26 -3.85439 -5.81435 -1.83058  0.0001
H27 -1.45028 -6.26053 -1.52420  -0.0002
H28 -0.03844 -4.67155 -0.30272  0.0007
H29 -5.01301 0.52400 0.02494  0.0003
H30 -6.22653 -0.09967 -2.03060  0.0003
H31 -4.96723 -0.65006 -4.08083  -0.0002
H32 -2.50978 -0.60773 -4.06901  -0.0005
H33 1.29872 0.71460 -4.27069  -0.0007
H34 1.34909 2.58465 -5.81875  -0.0001
H35 -0.34964 4.37539 -5.68355  0.0000
H36 -2.08739 4.27299 -3.92441  0.0000
H37 -2.11744 2.42059 -2.32269  0.0019
H38 -1.78404 -2.51262 -2.80100  0.0003
H39 -0.89139 -4.45559 -3.96834  -0.0003
H40 1.44365 -4.47860 -4.76999  0.0000
H41 2.92268 -2.55532 -4.26537  0.0000
H42 2.06459 -0.64994 -2.97653  -0.0055
I1 6.40888 -1.62580 1.19636  0.0005
C55 4.53567 -2.17370 0.40288  0.0043
C56 4.29832 -3.45974 -0.05630  -0.0014
C57 3.04363 -3.74333 -0.56754  0.0009
C58 2.08592 -2.74622 -0.57377  -0.0007
N1 2.31529 -1.52398 -0.11485  -0.0069
C59 3.52085 -1.23181 0.34415  0.0216
H43 5.06268 -4.21891 -0.01366  0.0001
H44 2.80811 -4.71930 -0.95819  0.0004
H45 1.09116 -2.92752 -0.95795  -0.0016
H46 3.68533 -0.22272 0.69689  -0.0098
S1 -0.34360 0.02784 4.96694  0.0941
C60 0.09236 0.07239 3.45517  0.0129
N2 0.44496 0.10510 2.32402  0.0373
B1 4.28681 2.01879 -1.96780  -0.0012
C61 2.95488 1.44999 -1.49310  0.0146
N3 1.94676 1.01536 -1.11445  0.0259
H47 5.13388 1.20907 -1.70936  0.0000
H48 4.22827 2.17221 -3.15877  0.0024
H49 4.41549 3.07848 -1.42525  0.0031

Calculated values
Orbital gap (spin up / spin down)   0.2459 / 0.2337 hartree
E_tot   -126006.288 eV
Net charge   +1
Molar mass   1301.08 g/mol
Spin multiplicity   2

[2]
ORCA calculation (ωB97M-V with the def2-TZVPD basis set) on one molecule with the formula C4H6ClNO2.

Last column: natural (NBO) charge in e.
CARTESIAN COORDINATES (ANGSTROEM)
C1 0.47631 -1.08987 1.92334  -0.6557
C2 0.26725 -0.21844 0.74649  0.2306
C3 1.45065 0.23711 -0.05029  -0.4526
C4 -2.33679 1.38664 -0.86040  0.6376
H1 1.22976 -0.58065 2.52845  0.2221
H2 -0.44730 -1.25642 2.49898  0.2504
H3 0.97364 -2.04187 1.60338  0.2419
H4 1.14374 0.92660 -0.88204  0.2534
H5 2.19175 0.77915 0.57436  0.2357
H6 -2.27772 2.04300 -1.73061  0.1337
N1 -0.93410 0.19312 0.54501  -0.1130
O1 -1.05354 0.98112 -0.58025  -0.4088
O2 -3.31115 1.07052 -0.20856  -0.5310
Cl1 2.32340 -1.14868 -0.74423  -0.0445

Calculated values
Orbital gap   0.4047 hartree
E_tot   -22351.091 eV
Net charge   0
Molar mass   135.55 g/mol

[3]
ORCA calculation (ωB97M-V with the def2-TZVPD basis set) on a 3-piece molecular cluster, C20H35I2N2O9P3 overall.

Last column: Mulliken charge in e.
CARTESIAN COORDINATES (ANGSTROEM)
O1 -5.01291 2.11342 2.41144  -0.6262
P1 -3.51292 1.86936 2.15655  0.3358
C1 -3.17081 0.70078 0.68922  0.2709
C2 -4.27207 0.44882 -0.37920  -0.2321
N1 -4.16858 -0.38838 -1.52929  -0.5488
C3 -2.87337 -1.01338 -1.52244  0.5884
C4 -2.56059 -2.00733 -2.71930  -0.4501
C5 -1.22272 -2.77413 -2.87845  -0.3684
C6 -0.10211 -2.52787 -1.80791  -0.1330
I1 1.80554 -3.53584 -1.98084  0.0881
C7 -0.35490 -1.54150 -0.64639  -0.4232
I2 1.18960 -1.09991 0.85817  0.1833
C8 -1.74570 -0.79595 -0.48466  0.4227
N2 -1.87966 0.09457 0.63359  -0.3387
H1 -2.88164 1.22206 3.29386  0.1016
H2 -2.74955 3.09082 1.96504  0.1100
H3 -5.27336 1.00590 -0.23597  0.3700
H4 -3.34507 -2.18823 -3.54327  0.3134
H5 -1.06311 -3.49110 -3.76800  0.3023
O2 3.49780 -2.60277 3.84492  -0.6814
P2 4.65855 -3.51770 4.26361  1.1568
O3 3.82923 -4.91348 3.98317  -0.2577
C9 3.64087 -5.32526 2.63548  -0.3131
C10 4.94945 -5.50521 1.88638  -1.0044
O4 4.39640 -3.28662 5.89108  -0.3779
C11 3.96160 -1.98726 6.32104  -0.3699
C12 2.45944 -1.98727 6.54747  -1.0619
O5 6.04032 -4.44208 4.68069  -0.4998
C13 6.02241 -5.45448 5.70026  -0.1615
C14 5.29956 -6.75551 5.38856  -0.9363
H6 2.99750 -4.60534 2.12044  0.2962
H7 3.10754 -6.27960 2.66814  0.2971
H8 5.44290 -4.54083 1.72710  0.3285
H9 4.77718 -5.96860 0.91291  0.3967
H10 5.65027 -6.12788 2.44597  0.1890
H11 4.25699 -1.22148 5.60105  0.3223
H12 4.47419 -1.75275 7.25683  0.3637
H13 1.92197 -2.54743 5.77779  0.2845
H14 2.06574 -0.96687 6.56601  0.3309
H15 2.21495 -2.46267 7.49830  0.3115
H16 5.66370 -5.03777 6.64364  0.2566
H17 7.07400 -5.70162 5.87040  0.3275
H18 4.21683 -6.65295 5.48870  0.2491
H19 5.58990 -7.53590 6.09228  0.4177
H20 5.51467 -7.11403 4.37850  0.1593
O6 -2.89780 4.55687 -2.18747  -0.7447
P3 -2.38139 5.23079 -3.46821  1.1434
O7 -3.74766 4.92279 -4.33632  -0.2401
C15 -4.90342 5.70729 -4.07308  -0.3369
C16 -4.66144 7.19435 -4.26282  -0.9842
O8 -1.40955 3.94450 -3.88222  -0.3339
C17 -0.76758 3.22317 -2.81949  -0.7953
C18 -1.53817 1.95106 -2.51244  -0.5845
O9 -1.73559 6.07178 -4.81495  -0.5086
C19 -1.60800 5.47769 -6.11694  -0.1341
C20 -2.88113 5.25847 -6.91912  -0.9403
H21 -5.26139 5.50104 -3.05999  0.2826
H22 -5.67730 5.37397 -4.77043  0.3125
H23 -3.98575 7.58041 -3.49268  0.3293
H24 -5.60005 7.74914 -4.20663  0.3988
H25 -4.19285 7.40530 -5.22609  0.1735
H26 -0.66332 3.85102 -1.93226  0.3653
H27 0.24391 2.97052 -3.14589  0.4426
H28 -2.62062 2.10460 -2.53177  0.2787
H29 -1.26622 1.55570 -1.53026  0.1890
H30 -1.32559 1.18348 -3.25819  0.3027
H31 -1.03279 4.55144 -6.05753  0.2413
H32 -0.98417 6.17389 -6.68442  0.3249
H33 -3.42634 4.37399 -6.58250  0.2509
H34 -2.64920 5.08194 -7.96964  0.4167
H35 -3.55662 6.11604 -6.86153  0.1608

Calculated values
Orbital gap   0.2506 hartree
E_tot   -86774.819 eV
Net charge   0
Molar mass   794.24 g/mol

[4]
ORCA calculation (ωB97M-V with the def2-TZVPD basis set) on C10H10BrClYb as an isolated structure.

Last column: Mulliken spin population.
CARTESIAN COORDINATES (ANGSTROEM)
C1 -0.87748 1.78929 -0.04776  -0.0021
C2 0.20470 2.06295 0.88571  -0.0020
C3 1.45388 2.00737 0.14485  -0.0071
H1 0.10673 2.17892 1.93514  0.0003
C4 1.14727 1.70584 -1.23971  0.0031
C5 -0.29471 1.55650 -1.35947  0.0044
H2 -0.80933 1.27248 -2.24211  0.0006
H3 -1.90133 1.72515 0.20161  0.0001
H4 2.42666 2.05517 0.55727  0.0003
H5 1.84990 1.54891 -2.01452  0.0001
Yb1 0.58377 -0.16580 0.10330  1.0059
Br1 1.89488 -0.28235 2.30226  -0.0008
C6 0.08390 -2.47243 0.22180  -0.0033
C7 -0.55825 -1.95276 -0.97074  -0.0043
C8 -1.61661 -1.03279 -0.54027  -0.0013
H6 -0.25471 -2.12336 -1.97147  0.0003
C9 -1.60315 -0.98437 0.90969  0.0044
C10 -0.56495 -1.88484 1.38478  0.0005
H7 -0.28507 -2.02953 2.39090  0.0001
H8 0.95371 -3.07093 0.24752  0.0004
H9 -2.23136 -0.47140 -1.18687  0.0003
H10 -2.20006 -0.36372 1.52640  0.0005
Cl1 2.49159 -1.06829 -1.23829  -0.0003

Calculated values
Orbital gap (spin up / spin down)   0.2743 / 0.2761 hartree
E_tot   -124631.392 eV
Net charge   -1
Molar mass   418.59 g/mol
Spin multiplicity   2

[5]
ORCA calculation (ωB97M-V with the def2-TZVPD basis set) on one molecule with the formula C2H2F3NO.

Last column: natural (NBO) charge in e.
CARTESIAN COORDINATES (ANGSTROEM)
C1 -0.65917 0.27013 1.33740  0.5536
C2 0.73979 -0.17941 -0.87170  1.1019
N1 -0.39504 -0.17705 0.02447  -0.7071
O1 0.06884 0.57973 2.23931  -0.5273
F1 1.26398 1.08926 -0.96186  -0.3175
F2 1.68129 -1.04534 -0.57545  -0.2888
F3 0.31281 -0.53924 -2.14412  -0.3302
H1 -1.76480 0.36828 1.36407  0.1080
H2 -1.24769 -0.36638 -0.41211  0.4075

Calculated values
Orbital gap   0.4296 hartree
E_tot   -13796.625 eV
Net charge   0
Molar mass   113.04 g/mol

[6]
ORCA calculation (ωB97M-V with the def2-TZVPD basis set) on one molecule with the formula C5H5NO.

Last column: natural (NBO) charge in e.
CARTESIAN COORDINATES (ANGSTROEM)
O1 1.09397 2.16747 -0.26147  -0.4740
C1 0.44054 1.17199 -0.17486  0.5819
C2 0.75356 -0.30164 0.24615  -0.5244
C3 2.03768 -0.91629 0.01503  -0.0092
C4 -0.95565 0.77467 -0.60772  -0.1908
C5 -0.67170 -0.64993 -0.21901  -0.0797
N1 -1.64285 0.13091 0.50442  -0.5350
H1 1.84802 -2.00192 -0.10894  0.1099
H2 -1.53568 1.18524 -1.42714  0.2312
H3 0.94046 -0.45488 1.34702  0.3116
H4 -0.99122 -1.55238 -0.72993  0.2249
H5 -1.31710 0.44677 1.41645  0.3537

Calculated values
Orbital gap   0.3124 hartree
E_tot   -8797.429 eV
Net charge   0
Molar mass   95.10 g/mol

[7]
ORCA calculation (ωB97M-V with the def2-TZVPD basis set) on C11H23CeFNO2P2 as an isolated structure.

Last column: Mulliken spin population.
CARTESIAN COORDINATES (ANGSTROEM)
Ce1 -0.14225 -0.44048 -0.19513  1.0156
P1 -0.82235 1.58242 -1.85986  -0.0065
C1 0.61791 2.73729 -1.59433  -0.0029
C2 1.12524 2.87819 -0.16999  0.0014
N1 0.98838 1.83667 0.68479  0.0002
C3 1.47241 1.90183 1.95056  0.0002
C4 2.11650 3.05973 2.39758  -0.0006
C5 2.28001 4.13618 1.53459  0.0008
C6 1.78257 4.04389 0.23947  -0.0003
C7 1.25184 0.73280 2.89695  -0.0009
P2 1.11331 -0.96378 2.13033  -0.0059
H1 1.88952 4.84379 -0.49117  0.0000
H2 2.46949 3.07035 3.43104  0.0000
H3 2.80057 5.06209 1.87744  0.0000
H4 2.09587 0.60145 3.59762  0.0001
H5 0.30426 0.85386 3.46303  -0.0002
H6 1.42167 2.34141 -2.26734  -0.0003
H7 0.21716 3.69531 -1.97859  -0.0001
H8 3.93163 -1.53471 -2.48018  0.0000
O1 4.26314 -0.82987 -3.06782  0.0000
H9 5.22609 -0.81288 -2.88664  0.0000
H10 2.63103 -4.39291 0.04347  0.0000
O2 3.42964 -4.64516 -0.44199  0.0000
H11 3.47698 -5.62196 -0.30925  0.0000
C8 2.79682 -1.56816 1.92259  0.0020
H12 3.25289 -1.63228 2.93353  -0.0002
H13 2.79223 -2.55619 1.40707  -0.0003
H14 3.36350 -0.87581 1.26395  -0.0002
C9 0.22665 -2.03379 3.25604  0.0008
H15 0.10702 -3.03003 2.78721  0.0000
H16 0.79426 -2.10067 4.20353  -0.0004
H17 -0.79180 -1.63379 3.42241  0.0000
C10 -2.31585 2.49541 -1.42148  0.0029
H18 -2.39760 3.37531 -2.09611  -0.0001
H19 -3.19423 1.81929 -1.52038  0.0001
H20 -2.26686 2.80576 -0.35486  -0.0004
C11 -0.85953 1.14548 -3.59622  0.0011
H21 -1.67489 0.41739 -3.77009  0.0000
H22 -1.00708 2.06155 -4.19934  -0.0004
H23 0.08550 0.63478 -3.86363  0.0001
F1 -1.15343 -2.10899 -0.78520  -0.0056

Calculated values
Orbital gap (spin up / spin down)   0.3005 / 0.3057 hartree
E_tot   -51575.786 eV
Net charge   +2
Molar mass   422.37 g/mol
Spin multiplicity   2

[8]
ORCA calculation (ωB97M-V with the def2-TZVPD basis set) on a 2-piece molecular cluster, C2H6NO3 overall.

Last column: natural (NBO) charge in e.
CARTESIAN COORDINATES (ANGSTROEM)
O1 0.48255 -0.92407 2.50466  -0.7765
C1 -0.05809 -0.62894 1.42565  0.7494
O2 -0.57863 -1.35193 0.55279  -0.8129
C2 -0.13655 0.93964 1.05290  -0.3503
N1 -0.14260 1.13935 -0.39896  -0.8613
H1 -1.08554 1.24239 1.49705  0.1760
H2 0.70390 1.46066 1.50667  0.1781
H3 -0.80817 0.48197 -0.74604  0.3651
H4 0.78163 0.87034 -0.72136  0.3335
H5 -0.08489 -0.44142 -2.52202  0.4642
H6 0.66774 -1.45507 -1.64294  0.4947
O3 0.25865 -1.33293 -2.50840  -0.9599

Calculated values
Orbital gap   0.2965 hartree
E_tot   -9805.551 eV
Net charge   -1
Molar mass   92.07 g/mol

| no. | maximum force (hartree/bohr) |
| --- | --- |
| 1 | 0.093 |
| 2 | 0.053 |
| 3 | 0.175 |
| 4 | 0.064 |
| 5 | 0.035 |
| 6 | 0.012 |
| 7 | 0.046 |
| 8 | 0.033 |